Molecular formula: C4H13N3
Method: DFT, wB97M-V/def2-TZVPD

energy above the lowest of the compared OMol25 structures with the same formula, charge and spin: 5.956 eV
net charge: +2
total energy: -8807.6214 eV
E_HOMO: -18.639 eV
multiplicity: 1

Geometry (Å):
C (1.1092, -0.3703, 0.8106)
C (-0.4668, -0.2328, -1.1736)
C (-2.2872, 0.6241, -1.7550)
C (0.1660, -1.1109, -2.1244)
N (0.0255, 0.2601, -0.0839)
N (1.3398, 0.4002, 1.9814)
N (0.1805, 0.7384, 2.6935)
H (0.8193, -1.3616, 1.0933)
H (2.0238, -0.4237, 0.2399)
H (-2.3304, 0.6017, -2.9122)
H (-2.3106, 1.5260, -1.1037)
H (-2.8503, -0.3305, -1.5040)
H (0.7460, -0.4796, -2.8383)
H (-0.4563, -1.7040, -2.7195)
H (0.9683, -1.6610, -1.5641)
H (-0.2930, 1.1677, 0.2462)
H (1.9418, -0.1538, 2.6966)
H (1.8823, 1.1777, 1.7483)
H (0.3552, 1.3001, 3.5409)
H (-0.5631, 0.0322, 2.7281)

Forces on the atoms, in the same order (eV/Å):
-0.83 -0.57 -3.08
-3.45 3.45 -2.15
2.44 -3.28 -0.28
2.76 -0.20 1.81
1.04 -0.65 1.37
0.57 -2.34 3.96
-1.59 1.55 0.13
-0.41 -0.55 0.06
0.41 -0.03 -0.01
0.65 0.91 2.05
-0.39 -0.80 -0.92
0.30 1.66 0.46
-0.47 0.13 0.44
-1.05 -1.04 -0.58
-0.62 -0.27 -0.91
-0.64 -0.31 0.18
-0.39 0.53 -1.80
0.93 2.32 -0.29
-0.11 -0.67 -0.61
0.85 0.15 0.17

natural (NBO) population analysis, charges in e, atoms 1 to 4: atom 1 (C): -0.083, atom 2 (C): 0.516, atom 3 (C): -0.468, atom 4 (C): -0.754